[1]
Molecular formula: C28H48O7S3Sr
Method: DFT, ωB97M-V with the def2-TZVPD basis set

XYZ file:
```
87
Properties=species:S:1:pos:R:3
Sr 0.6978 1.0658 0.2626
C 2.2561 4.2321 -0.3338
C 0.8210 4.6393 -0.1819
O 0.0136 3.4895 -0.4525
C -1.2683 3.7870 -1.0026
C -2.0470 2.4902 -1.0362
O -1.1999 1.3966 -1.4135
C -0.8262 1.3275 -2.7957
C 0.6116 1.7653 -3.0138
O 1.4702 1.1454 -2.0344
C 2.5031 0.2363 -2.4734
C 2.4885 -0.9677 -1.5648
O 2.5843 -0.5782 -0.1815
C 3.9030 -0.6503 0.3714
C 3.7741 -0.3239 1.8343
O 3.1652 0.9526 2.0367
C 4.0561 2.0635 1.9440
C 3.8847 2.7997 0.6427
O 2.5012 3.1129 0.5162
H 2.8976 5.0704 -0.0477
H 2.4826 3.9616 -1.3709
H 0.5953 5.4310 -0.9012
H 0.6107 5.0021 0.8264
H -1.1333 4.2212 -1.9985
H -1.7947 4.5194 -0.3832
H -2.8956 2.5705 -1.7182
H -2.4266 2.2322 -0.0504
H -1.4876 1.9537 -3.4001
H -0.9653 0.2950 -3.1007
H 0.7237 2.8434 -2.9073
H 0.9250 1.4851 -4.0211
H 3.4594 0.7630 -2.4495
H 2.3122 -0.0838 -3.4998
H 3.2950 -1.6559 -1.8272
H 1.5441 -1.4897 -1.6572
H 4.5661 0.0424 -0.1554
H 4.2979 -1.6621 0.2483
H 4.7555 -0.3651 2.3135
H 3.1260 -1.0544 2.3155
H 5.0946 1.7404 2.0548
H 3.8196 2.7344 2.7714
H 4.2134 2.2145 -0.2226
H 4.4768 3.7193 0.6723
C -2.5172 2.0682 3.5442
C -1.5270 3.2130 3.3341
S 0.1550 2.8111 2.8485
C 0.8331 1.8647 4.2296
C 0.3619 0.4236 4.4278
S 0.4070 -0.6021 2.9318
C -1.1292 -1.5249 3.0529
C -2.4221 -0.7194 3.2090
S -2.5543 0.8031 2.2389
H -3.5159 2.4959 3.6352
H -2.3142 1.5670 4.4871
H -1.4911 3.8253 4.2369
H -1.8745 3.8764 2.5381
H 0.6678 2.4225 5.1533
H 1.9079 1.8730 4.0494
H -0.6556 0.3956 4.8082
H 0.9900 -0.0393 5.1891
H -1.0567 -2.2551 3.8602
H -1.1465 -2.0967 2.1292
H -2.5911 -0.4547 4.2513
H -3.2587 -1.3630 2.9351
C -3.3785 -6.3384 -4.0802
C -2.7868 -5.2992 -3.1719
C -3.2251 -5.1545 -1.8623
C -2.6928 -4.1926 -1.0199
C -3.2372 -4.1261 0.3931
C -1.6883 -3.3247 -1.5148
C -1.2169 -2.3226 -0.5623
O -0.4918 -1.3429 -0.7302
C -1.2273 -3.4664 -2.8414
C -0.1169 -2.6510 -3.4479
C -1.7866 -4.4492 -3.6362
H -3.9804 -7.0586 -3.5303
H -2.5978 -6.8754 -4.6187
H -4.0185 -5.8643 -4.8269
H -4.0000 -5.8123 -1.4877
H -3.9899 -4.8992 0.5289
H -3.7138 -3.1676 0.6072
H -2.4669 -4.2982 1.1471
H -1.6287 -2.4716 0.4395
H -0.0708 -1.6501 -3.0395
H -0.2503 -2.5961 -4.5277
H 0.8478 -3.1339 -3.2680
H -1.4324 -4.5617 -4.6551
```

HOMO	-13.5042	eV
E	-77478.476	eV
LUMO energy	-4.616	eV
net charge	+2
energy relative to the best compared isomer or geometry (same formula, charge and spin)	0.3666	eV
frontier orbital gap	0.3266	Eh

=====

[2]
Molecular formula: C28H49F4N2O8S
Method: DFT, ωB97M-V with the def2-TZVPD basis set

XYZ file:
```
92
Properties=species:S:1:pos:R:3
C -4.5674 -1.2574 1.4447
C -3.3703 -2.2026 1.5307
O -3.1827 -2.6779 2.8539
C -2.0114 -1.5711 1.1430
C -2.1089 -0.8086 -0.1555
C -2.2130 0.5815 -0.2017
C -2.1514 1.3381 1.1141
C -0.6652 1.5189 1.5295
C 0.2013 2.0387 0.3689
C 1.3196 3.0125 0.8184
S 1.6681 4.1150 -0.5553
O 1.3900 3.4377 -1.7971
O 2.9914 4.6380 -0.4947
O 0.6300 5.3249 -0.4692
C -2.3500 1.2427 -1.4368
C -2.5370 2.7361 -1.5237
C -3.8905 3.1214 -2.2036
O -3.7521 3.9602 -3.3255
C -2.3076 0.4736 -2.6204
C -2.3349 1.1105 -3.9993
C -1.0274 1.8738 -4.3114
C 0.1372 0.9745 -4.7030
F 0.9109 0.7273 -3.6255
F -0.2306 -0.2069 -5.2060
F 0.9215 1.5936 -5.5939
C -2.1845 -0.8957 -2.5077
N -2.0992 -1.7318 -3.6490
C -3.1584 -2.1175 -4.1499
O -4.1113 -2.6227 -4.5559
N -2.0975 -1.5229 -1.3071
C -1.9407 -2.9864 -1.3190
C -0.4649 -3.3533 -1.5952
F 0.3483 -2.3887 -1.0430
H -5.4335 -1.8003 1.8356
H -4.8275 -1.0016 0.4172
H -4.4501 -0.3730 2.0689
H -3.6167 -3.0613 0.8955
H -4.0580 -2.8147 3.2341
H -1.2720 -2.3568 0.9961
H -1.7163 -0.9450 1.9726
H -2.6317 0.7651 1.9008
H -2.6415 2.3050 1.0859
H -0.2848 0.5363 1.8172
H -0.5723 2.1342 2.4256
H -0.4145 2.5727 -0.3464
H 0.7137 1.2046 -0.1056
H 2.2384 2.4870 1.0596
H 0.9529 3.6530 1.6209
H -0.2799 4.9984 -0.4961
H -1.6957 3.2134 -2.0272
H -2.5813 3.1791 -0.5350
H -4.4032 2.2119 -2.5183
H -4.5361 3.5770 -1.4470
H -2.9723 4.5155 -3.2374
H -2.4543 0.3615 -4.7757
H -3.1851 1.7795 -4.0915
H -0.6864 2.4346 -3.4453
H -1.2337 2.6110 -5.0854
H -2.2193 -3.4298 -0.3745
H -2.5698 -3.4534 -2.0691
H -0.2420 -4.3254 -1.1559
H -0.2866 -3.4204 -2.6683
C 5.4948 2.1120 -1.4834
C 4.8476 1.2799 -0.3881
O 5.3587 -0.0348 -0.2779
C 6.7423 -0.1433 0.0143
C 7.1519 0.5051 1.3252
H 5.3928 1.6176 -2.4503
H 5.0202 3.0918 -1.5385
H 6.5588 2.2662 -1.3009
H 3.7844 1.1609 -0.6153
H 4.9075 1.7961 0.5789
H 7.3386 0.2527 -0.8144
H 6.9451 -1.2132 0.0600
H 6.9753 1.5814 1.3242
H 8.2146 0.3430 1.5063
H 6.5881 0.0764 2.1556
C 2.3791 -4.0962 4.3991
C 1.6631 -3.0059 3.6226
O 0.3445 -3.3494 3.2244
C -0.5693 -3.6541 4.2701
C -0.7874 -2.5128 5.2468
H 2.4226 -5.0155 3.8138
H 3.3965 -3.7821 4.6328
H 1.8784 -4.3253 5.3402
H 2.2041 -2.8072 2.6966
H 1.6586 -2.0683 4.1904
H -0.2605 -4.5620 4.7997
H -1.5059 -3.8859 3.7744
H 0.1257 -2.2458 5.7800
H -1.5357 -2.7926 5.9890
H -1.1365 -1.6228 4.7190
```

HOMO	-11.1459	eV
E	-70889.041	eV
LUMO energy	-3.871	eV
net charge	+1
frontier orbital gap	0.2674	Eh